[1]
{"formula": "C27H31BrInN5OSi2", "method": "ωB97M-V/def2-TZVPD", "multiplicity": 1, "total_charge": 0, "homo_ha": -0.2616, "de_lowest_kcal_mol": 0.00, "total_energy_ha": -4739.71228, "homo_lumo_gap_ev": 5.98, "elements": ["In", "Br", "C", "C", "C", "C", "C", "C", "N", "N", "C", "C", "C", "C", "O", "C", "N", "C", "C", "C", "C", "H", "H", "H", "H", "H", "H", "H", "H", "H", "C", "Si", "C", "C", "N", "C", "C", "C", "C", "C", "C", "N", "Si", "C", "C", "C", "H", "H", "H", "H", "H", "H", "H", "H", "H", "H", "H", "H", "H", "H", "H", "H", "H", "H", "H", "H", "H", "H"], "positions_angstrom": [[0.24732, 0.04219, -0.15134], [4.96753, -6.00233, 3.27676], [3.16538, -6.31221, 2.79177], [2.76128, -6.06959, 1.48748], [1.43682, -6.25892, 1.13706], [0.53039, -6.72670, 2.08071], [0.96131, -7.01923, 3.37102], [2.27326, -6.78835, 3.74149], [-0.80445, -7.12623, 1.74700], [-1.50811, -6.47553, 0.97562], [-1.23895, -5.12910, 0.57444], [-1.59482, -4.87547, -0.73245], [-1.48226, -3.61762, -1.33141], [-1.07856, -2.53051, -0.58596], [-1.03595, -1.31321, -1.06843], [-0.75839, -2.75972, 0.79654], [-0.41847, -1.64546, 1.47743], [-0.16400, -1.71602, 2.75547], [-0.30259, -2.91806, 3.46784], [-0.65446, -4.05432, 2.79724], [-0.84356, -4.03052, 1.39450], [3.47946, -5.73212, 0.75289], [1.11479, -6.07495, 0.12087], [0.25316, -7.42826, 4.07706], [2.60711, -7.00089, 4.74546], [-1.95393, -5.71338, -1.31404], [-1.75228, -3.46765, -2.36711], [0.13212, -0.79609, 3.24243], [-0.14919, -2.92955, 4.53612], [-0.80705, -4.96591, 3.35049], [-2.25906, 1.55945, 1.34730], [-0.69819, 2.24692, 2.12506], [-0.48467, 4.02382, 1.57363], [-0.86096, 2.15997, 3.99133], [0.59255, 1.17504, 1.61571], [1.93608, 1.33554, 1.78953], [2.49507, 2.36379, 2.57661], [3.84725, 2.46239, 2.77874], [4.70940, 1.58742, 2.11064], [4.20159, 0.64478, 1.25532], [2.81173, 0.45613, 1.09025], [2.26883, -0.48028, 0.25484], [3.18052, -1.44933, -0.89743], [4.17028, -2.70740, 0.08427], [4.26465, -0.42391, -2.03380], [1.95984, -2.38069, -1.96648], [-3.13993, 2.04943, 1.76126], [-2.35915, 0.48958, 1.53372], [-2.28423, 1.72209, 0.26645], [-1.36766, 4.59776, 1.85587], [-0.38341, 4.07869, 0.48974], [0.38188, 4.51109, 2.01342], [-1.69541, 2.78025, 4.31896], [0.03385, 2.50864, 4.50262], [-1.05963, 1.14101, 4.32081], [1.82573, 3.04773, 3.07894], [4.24665, 3.21624, 3.44292], [5.77797, 1.66362, 2.25934], [4.87828, -0.01273, 0.73166], [5.00239, -2.27336, 0.63220], [4.56578, -3.48718, -0.56608], [3.50169, -3.17317, 0.81169], [5.05780, 0.11684, -1.52429], [3.65649, 0.30763, -2.56795], [4.72724, -1.07585, -2.77615], [1.44951, -3.16928, -1.41289], [2.50622, -2.85199, -2.78370], [1.19587, -1.74440, -2.41501]], "atomic_forces_ev_per_a": [[0.3549, -1.0324, 1.5722], [0.0025, -0.0091, -0.0071], [-0.0428, 0.0060, 0.0108], [0.1064, 0.0740, 0.0686], [-0.0585, -0.1248, -0.0990], [0.0549, -0.1049, 0.3273], [-0.0168, 0.0619, -0.1365], [0.0824, 0.0491, -0.0907], [0.5862, -0.2953, -0.0599], [-0.5982, 0.4701, 0.2813], [-0.1333, 0.0571, -0.5529], [0.1669, -0.0560, 0.0974], [-0.0384, 0.2008, -0.0184], [-0.0760, -0.4064, 0.2352], [0.1802, 0.7505, -0.6094], [-0.1238, 0.0451, -0.2480], [0.1591, 0.0614, -0.0787], [-0.0070, 0.0087, 0.1271], [-0.0508, -0.0002, -0.0108], [0.0253, -0.0621, -0.0261], [-0.2130, -0.1269, 0.1845], [-0.0100, 0.0212, 0.0106], [0.0315, -0.0003, -0.0022], [-0.0473, -0.0581, 0.0500], [0.0302, 0.0111, 0.0615], [-0.0678, -0.0294, -0.0384], [-0.0095, -0.0292, -0.0308], [0.0770, 0.0578, -0.0024], [0.0137, -0.0014, 0.0588], [0.0106, -0.1221, 0.0136], [0.1588, 0.0113, -0.0293], [0.2513, -0.1129, 0.1809], [-0.0650, -0.1337, 0.0273], [-0.0593, 0.0736, -0.1525], [-1.1916, 0.4932, -0.7324], [0.6424, 0.3018, 0.0609], [-0.3449, -0.2952, 0.0157], [0.3359, -0.0490, -0.0601], [0.0296, 0.3090, 0.2110], [-0.3248, -0.3399, -0.0396], [0.4343, 0.4142, 0.3216], [-0.2984, -0.2017, -1.2438], [0.0628, 0.0524, 0.3900], [-0.1434, 0.0712, -0.1442], [-0.0972, -0.0933, 0.0362], [0.0494, 0.0639, 0.1014], [-0.0677, 0.0464, 0.0264], [-0.0224, -0.0874, 0.0230], [-0.0370, 0.0123, -0.0540], [-0.0772, 0.0757, 0.0071], [0.0072, 0.0086, -0.0834], [0.0909, 0.0242, 0.0461], [-0.0641, 0.0534, 0.0594], [0.0863, 0.0257, 0.0386], [-0.0177, -0.0980, 0.0142], [-0.0209, 0.0666, 0.0406], [-0.0043, 0.0442, 0.0112], [0.0332, -0.0028, -0.0200], [0.0780, -0.0430, -0.0376], [0.0864, 0.0468, 0.0547], [0.0564, -0.0905, -0.0575], [0.0011, -0.0377, 0.0277], [0.0529, 0.0364, 0.0702], [-0.0330, 0.0371, -0.0472], [0.0401, -0.0296, -0.0653], [-0.0283, -0.0347, 0.0396], [0.0475, -0.0607, -0.0649], [-0.0364, 0.0261, -0.0599]]}

[2]
{"formula": "C27H31Cl24NS", "method": "ωB97M-V/def2-TZVPD", "multiplicity": 1, "total_charge": 0, "homo_ha": -0.2864, "de_lowest_kcal_mol": 235.28, "total_energy_ha": -12544.12095, "homo_lumo_gap_ev": 7.71, "elements": ["C", "C", "C", "C", "C", "C", "C", "C", "C", "C", "C", "C", "C", "S", "C", "C", "C", "C", "C", "C", "N", "H", "H", "H", "H", "H", "H", "H", "H", "H", "H", "H", "H", "H", "H", "H", "H", "H", "H", "H", "H", "H", "H", "H", "C", "Cl", "Cl", "Cl", "H", "C", "Cl", "Cl", "Cl", "H", "C", "Cl", "Cl", "Cl", "H", "C", "Cl", "Cl", "Cl", "H", "C", "Cl", "Cl", "Cl", "H", "C", "Cl", "Cl", "Cl", "H", "C", "Cl", "Cl", "Cl", "H", "C", "Cl", "Cl", "Cl", "H"], "positions_angstrom": [[5.07317, 0.20610, 2.78513], [6.20451, 1.26593, 2.22283], [5.79555, 1.64382, 0.67453], [5.13787, 3.17966, 0.72606], [3.60936, 3.20692, 0.05143], [3.34929, 4.68153, -0.61678], [2.91511, 5.85789, 0.43932], [1.85150, 5.39594, 1.59823], [2.28460, 5.66983, 3.18861], [1.33318, 5.27371, 4.46541], [-0.14211, 4.61070, 4.12268], [-0.64736, 4.30302, 2.57088], [0.38691, 4.69813, 1.36181], [-0.21342, 4.29340, -0.40653], [-1.28386, 2.73764, -0.11515], [-1.43833, 1.50806, -1.18889], [-2.41322, 0.20251, -0.82265], [-3.28473, 0.08654, 0.58954], [-3.09324, 1.34510, 1.64728], [-2.09742, 2.65122, 1.33222], [-2.02581, 3.69797, 2.42194], [5.55450, -0.87838, 2.73509], [4.83965, 0.47440, 3.92094], [4.06949, 0.25582, 2.14479], [6.33932, 2.20818, 2.90436], [7.25511, 0.70088, 2.21541], [6.81893, 1.67381, 0.06354], [5.05168, 0.85854, 0.18750], [5.88460, 3.84536, 0.08527], [5.05984, 3.60202, 1.81817], [3.67040, 2.43077, -0.85350], [2.77609, 2.84099, 0.78704], [2.59946, 4.67034, -1.54040], [4.39419, 5.02150, -1.08327], [2.41014, 6.73981, -0.18056], [3.85918, 6.33596, 0.97712], [3.33830, 6.15172, 3.44013], [1.64991, 5.43824, 5.59538], [-0.83654, 4.35806, 5.05250], [-0.85466, 1.50351, -2.22049], [-2.54833, -0.70813, -1.57577], [-3.99322, -0.81027, 0.85821], [-3.71260, 1.26129, 2.65677], [-2.74972, 4.45026, 2.23411], [1.15875, -1.71027, 1.17109], [0.98974, -2.25776, 2.84771], [0.30873, -0.17443, 0.92940], [2.86943, -1.54927, 0.73863], [0.70727, -2.46037, 0.51675], [0.86557, -6.60822, 2.12807], [2.49762, -7.09245, 2.61925], [-0.21192, -6.53802, 3.53300], [0.90464, -5.04477, 1.29532], [0.47801, -7.35842, 1.43406], [-2.61150, -0.75856, 4.78918], [-2.23018, 0.68445, 5.74399], [-4.18152, -1.42522, 5.26911], [-2.59908, -0.38041, 3.05823], [-1.84380, -1.51216, 4.98253], [3.82727, -8.44784, -1.06366], [3.37949, -9.03966, -2.67256], [2.75639, -7.12659, -0.56641], [3.77982, -9.76588, 0.11952], [4.84944, -8.06360, -1.11027], [-0.76719, 0.33511, -5.36381], [-1.20697, 0.74680, -3.69754], [-2.05943, 0.80326, -6.48215], [0.75874, 1.11433, -5.81515], [-0.63273, -0.74775, -5.42693], [-4.37278, -2.80004, -3.03738], [-4.05969, -3.05214, -1.31176], [-6.01148, -2.17407, -3.28747], [-3.17278, -1.69744, -3.73282], [-4.29086, -3.76370, -3.54658], [-5.22976, -1.14546, -7.07096], [-4.84844, 0.29756, -6.11616], [-6.79978, -1.81212, -6.59104], [-5.21735, -0.76731, -8.80192], [-4.46206, -1.89905, -6.87762], [-9.17421, -5.15654, -3.08565], [-7.52556, -5.15225, -2.43659], [-9.49813, -3.65640, -3.97130], [-9.42720, -6.56378, -4.13210], [-9.87379, -5.21992, -2.24826]], "atomic_forces_ev_per_a": [[0.4180, 0.3706, 0.6889], [0.1240, -1.5016, -0.6294], [0.8768, 1.1310, 0.9696], [-0.4796, -0.4614, -0.8804], [1.2456, -0.0493, -1.2383], [0.4842, 0.2726, -0.3746], [-0.7793, 0.3787, 0.1335], [-1.8224, -0.8632, 3.7281], [-3.0325, -1.5379, -0.1213], [-1.7200, -0.8135, -4.6871], [2.3517, 0.7862, -2.2525], [3.8175, 1.9863, 1.9589], [0.4333, 0.2246, 2.9652], [-0.5719, -1.5124, 2.2450], [-2.4359, -3.1346, 1.7807], [-2.0514, -0.1265, 4.2819], [-0.4480, 2.3397, 2.6739], [2.9929, 4.3816, -1.8560], [0.7863, 1.4650, -4.0192], [-0.9742, -3.0511, -2.4602], [1.5788, 0.2594, -2.4166], [-1.3497, 2.2255, 0.1025], [0.3476, -0.8225, -2.4347], [2.3750, -0.0494, 1.6177], [-0.4526, -1.7634, -1.4510], [-2.2466, 1.2435, 0.0891], [-2.4354, -0.0235, 1.0244], [1.6316, 1.6709, 1.1508], [-1.8411, -1.1024, 1.4098], [0.3615, -0.9209, -2.0935], [-0.3333, 1.6519, 1.9191], [1.6099, 0.8786, -1.3221], [1.4141, -0.1982, 2.2287], [-2.2628, -0.6850, 0.9872], [1.0579, -1.8499, 1.3387], [-2.0611, -1.2120, -1.0026], [-2.4476, -1.1254, -0.8153], [-0.6864, -0.3273, -2.8061], [1.4883, 0.4715, -2.4267], [-0.9054, 0.9582, 4.2209], [0.5727, 2.4642, 1.7921], [1.6175, 2.0480, -0.8151], [1.1469, 1.5762, -3.1281], [1.2747, -1.1061, 0.2304], [-0.1802, 0.2509, 0.0232], [0.0340, 0.3133, 0.0236], [0.3865, -0.3953, 0.0605], [-0.2595, -0.2429, -0.1173], [0.1304, 0.2609, 0.2001], [0.0392, -0.1871, 0.0537], [-0.3032, 0.0808, 0.2865], [0.0969, -0.0059, -0.2049], [-0.0301, -0.4920, -0.1137], [0.1486, 0.2549, 0.2217], [0.3733, -0.5541, 0.2303], [-0.0109, -0.1217, -0.1320], [0.1141, 0.0112, -0.0246], [1.3132, -2.6460, 2.6062], [-0.2545, 0.2446, 0.0816], [0.0249, 0.0071, -0.0142], [0.0996, 0.0704, 0.1680], [0.2429, -0.1261, -0.4760], [0.0439, 0.1680, -0.1244], [-0.3699, -0.1260, 0.0213], [0.0948, -0.1243, -0.5059], [-0.0258, -0.8402, -2.7843], [1.1047, -0.0411, 0.1669], [-0.1029, -0.1408, 0.1292], [-0.0219, 0.3384, -0.0065], [-0.3004, -0.1295, -0.1012], [0.0012, -0.0807, -0.1685], [0.4422, -0.0123, 0.1148], [-0.2450, -0.3964, -0.0619], [-0.0309, 0.3092, 0.1972], [-0.0314, 0.0783, 0.1031], [-1.1484, -0.3450, -0.1215], [0.1443, -0.0063, -0.2061], [0.0605, -0.0743, 0.1895], [-0.2345, 0.2551, -0.0546], [-0.0242, -0.0274, 0.0165], [-0.2616, -0.1259, 0.0297], [0.0139, -0.1464, 0.1253], [-0.0021, 0.1678, 0.1578], [0.2586, 0.0295, -0.2956]]}

Q: Which formula does entry 2 have?
A: C27H31Cl24NS